Entry 1:
Density functional theory data (ωB97M-V/def2-TZVPD) for a molecular structure, C4H6O3Yb.

Geometry as XYZ:
```
14
Properties=species:S:1:pos:R:3:forces:R:3
C 2.457908 0.788571 3.128562 7.1 -1.9 5.2
C 1.479812 0.799830 2.300729 -3.8 1.2 -1.5
O 3.368085 0.574452 3.911283 -3.2 1.4 -3.9
H 1.001804 -0.142474 2.014874 0.0 -0.2 -0.6
H 0.921315 1.763811 2.376095 -0.2 0.1 -0.8
H 3.123779 0.476318 4.859706 0.4 -0.2 2.0
O -0.570467 0.531309 -0.644019 0.3 -0.9 0.0
C -0.773082 -0.585901 -0.958951 -0.4 1.0 0.3
O -1.538304 -1.034224 -1.960634 0.5 -1.3 0.1
Yb -1.792711 -3.420376 -2.083680 -0.3 -0.2 -0.3
C -1.862118 -0.083130 -3.059774 -0.4 0.9 -0.5
H -2.556020 0.646415 -2.634939 0.1 -0.1 -0.3
H -0.936013 0.378859 -3.410553 -0.2 -0.1 0.1
H -2.323988 -0.693458 -3.838699 0.0 0.2 0.1
```
Forces are in eV/Å.

The max |F| comes out at 8.98 eV Å⁻¹. Its gap between HOMO and LUMO (alpha / beta) is 0.178 / 0.102 hartree. The calculation puts the energy relative to the best compared isomer or geometry (same formula, charge and spin) at 0.00 kcal per mole. As for the total charge: +4. The spin multiplicity is 3.

***

Entry 2:
Density functional theory data (ωB97M-V/def2-TZVPD) for a gas-phase ion, C6H8N (charge +1).

Geometry as XYZ:
```
15
Properties=species:S:1:pos:R:3:forces:R:3
C 1.514278 -1.108747 1.833675 1.4 -3.1 -1.2
C -1.410915 0.691798 0.440259 2.8 -2.8 -3.3
C -0.470170 0.647667 -0.783910 -0.4 1.6 -0.1
C 0.219676 1.090498 1.860312 3.6 -0.9 -1.1
C -0.147192 0.310044 0.692545 -0.1 1.2 -2.4
C -0.458793 -0.628994 -1.693561 -1.0 -0.1 3.5
N 0.811830 -0.102439 1.709930 -3.7 2.2 0.3
H 1.344431 -2.003432 1.198217 0.1 0.9 0.5
H 2.379408 -0.987946 2.406930 1.1 -0.3 1.2
H -2.329647 0.712299 0.831544 -3.3 0.9 1.6
H -0.210528 1.632832 -1.317916 -0.3 -1.4 1.2
H -0.015354 1.574415 2.720993 -1.1 1.5 2.0
H -1.208830 -0.608959 -2.456403 -0.2 0.3 -0.6
H -0.847789 -1.392678 -0.923720 1.0 0.3 -1.5
H 0.551978 -0.794159 -2.045971 -0.1 -0.3 -0.1
```
Forces are in eV/Å.

The max |F| comes out at 5.14 eV Å⁻¹. Its gap between HOMO and LUMO (alpha / beta) is 0.278 / 0.274 hartree. The calculation puts the energy relative to the best compared isomer or geometry (same formula, charge and spin) at 226.78 kcal per mole. As for the total charge: +1.

***

Entry 3:
Density functional theory data (ωB97M-V/def2-TZVPD) for 2 unconnected molecules or ions with the total composition CH5OS.

Geometry as XYZ:
```
8
Properties=species:S:1:pos:R:3:forces:R:3
S 1.599642 -0.910828 -0.573364 -0.2 -0.2 0.0
H 0.466397 -1.651096 -0.612016 0.2 0.1 0.0
C -1.836830 1.207475 0.116092 0.1 -0.5 -0.9
O -1.056815 0.483415 1.039481 0.3 0.0 0.3
H -1.239960 1.518386 -0.747121 0.0 0.3 0.1
H -2.320141 2.068650 0.566195 0.0 0.1 0.2
H -2.594066 0.549244 -0.320615 -0.2 0.0 0.2
H -0.144453 0.426182 0.719886 -0.3 0.1 0.1
```
Forces are in eV/Å.

The max |F| comes out at 1.06 eV Å⁻¹. Its gap between HOMO and LUMO (alpha / beta) is 0.406 / 0.263 hartree. The calculation puts the energy relative to the best compared isomer or geometry (same formula, charge and spin) at 16.16 kcal per mole. The spin multiplicity is 2.

***

Entry 4:
Density functional theory data (ωB97M-V/def2-TZVPD) for 3 unconnected molecules or ions with the total composition CH9N3O2.

Geometry as XYZ:
```
15
Properties=species:S:1:pos:R:3:forces:R:3
N -1.145666 -0.403887 1.271402 -0.3 0.2 -0.7
C -1.125519 0.097528 -0.014077 -0.5 -0.3 0.2
N -0.860408 1.440379 -0.116947 0.3 -0.3 0.2
N -1.422846 -0.576750 -1.077246 -0.1 0.3 0.1
H -1.558210 -1.313568 1.370206 0.4 -0.1 0.3
H -0.537150 -0.028678 1.976575 -0.1 0.0 0.1
H -0.097889 1.749601 0.465154 0.1 0.2 0.0
H -0.818412 1.738821 -1.074781 0.2 0.1 -0.2
H -1.802477 -1.480516 -0.826547 0.1 -0.3 0.0
H 1.800992 -0.078981 0.322418 0.1 0.0 0.4
H 2.717458 0.987913 0.864772 0.0 0.0 0.2
O 1.975374 0.438146 1.142049 -0.1 0.0 -0.5
H 0.507588 -0.920752 -1.319985 0.4 -0.1 -0.3
H 1.897671 -1.395667 -1.929534 -0.1 -0.1 -0.1
O 1.488423 -0.898414 -1.220950 -0.4 0.1 0.2
```
Forces are in eV/Å.

As for the SMILES: N=C(N)N.O.O. The max |F| comes out at 0.78 eV Å⁻¹. Its gap between HOMO and LUMO is 0.368 hartree. The calculation puts the energy relative to the best compared isomer or geometry (same formula, charge and spin) at 0.00 kcal per mole.

***

Number 1: energy -1538.33584 Ha. Number 2: energy -287.59484 Ha. Number 3: energy -514.44582 Ha. Number 4: energy -358.27155 Ha.